Entry 1:
Density functional theory data (wB97M-V/def2-TZVPD) for 5 unconnected molecules or ions with the total composition C31H76N9O10 in a non-equilibrium geometry.

Summary:
Lowest unoccupied orbital energy (eV): 1.92
Net charge: -1

Atoms and positions in Å:
N1 -2.039 -4.199 -3.746
C1 -2.355 -4.194 -4.971
N2 -2.805 -5.454 -5.552
N3 -2.312 -3.002 -5.717
C2 -2.899 -1.855 -5.007
C3 -4.367 -2.082 -4.556
C4 -5.432 -1.791 -5.647
C5 -6.885 -2.027 -5.144
C6 -7.161 -3.481 -4.651
N4 -6.373 -4.417 -5.497
N5 -8.637 -3.729 -4.804
C7 -6.855 -3.689 -3.109
O1 -7.503 -3.084 -2.254
O2 -5.945 -4.525 -2.835
H1 -2.144 -5.154 -3.398
H2 -2.574 -5.482 -6.549
H3 -3.834 -5.463 -5.532
H4 -2.668 -3.109 -6.659
H5 -2.916 -1.006 -5.733
H6 -2.287 -1.569 -4.132
H7 -4.562 -1.358 -3.728
H8 -4.579 -3.087 -4.139
H9 -5.177 -2.414 -6.540
H10 -5.379 -0.735 -6.015
H11 -7.556 -1.829 -6.020
H12 -7.155 -1.265 -4.384
H13 -6.653 -5.354 -5.205
H14 -6.658 -4.240 -6.462
H15 -8.779 -4.069 -5.754
H16 -8.837 -4.485 -4.146
C8 -2.069 1.410 2.080
O3 -1.418 0.152 2.024
C9 -1.920 -0.785 2.975
C10 -2.657 -1.920 2.280
N6 -3.913 -1.457 1.704
C11 -4.549 -2.430 0.805
C12 -3.807 -2.801 -0.479
O4 -3.701 -1.739 -1.411
C13 -2.603 -0.873 -1.212
H17 -1.532 2.098 1.426
H18 -3.102 1.335 1.726
H19 -2.054 1.815 3.095
H20 -2.549 -0.303 3.730
H21 -1.047 -1.204 3.491
H22 -2.864 -2.711 3.010
H23 -1.988 -2.329 1.513
H24 -3.739 -0.609 1.180
H25 -5.512 -2.003 0.518
H26 -4.765 -3.343 1.369
H27 -4.402 -3.572 -0.980
H28 -2.826 -3.254 -0.289
H29 -1.741 -1.387 -0.778
H30 -2.892 -0.021 -0.588
H31 -2.310 -0.474 -2.186
C14 6.207 -0.897 2.758
O5 5.254 -1.591 3.540
C15 4.488 -0.740 4.390
C16 3.040 -0.686 3.928
N7 2.914 0.040 2.670
C17 1.596 -0.091 2.041
C18 1.179 -1.486 1.572
O6 1.953 -1.988 0.491
C19 3.151 -2.641 0.864
H32 6.832 -1.634 2.255
H33 5.718 -0.282 1.997
H34 6.849 -0.270 3.385
H35 4.921 0.262 4.465
H36 4.517 -1.189 5.388
H37 2.439 -0.187 4.695
H38 2.686 -1.720 3.834
H39 3.611 -0.306 2.022
H40 1.601 0.565 1.166
H41 0.838 0.302 2.720
H42 0.160 -1.402 1.191
H43 1.134 -2.214 2.392
H44 3.069 -3.141 1.833
H45 3.988 -1.936 0.871
H46 3.370 -3.395 0.105
C20 -2.946 7.974 2.443
O7 -2.851 8.007 3.856
C21 -4.114 7.924 4.512
C22 -4.248 6.601 5.251
N8 -4.377 5.486 4.318
C23 -4.252 4.171 4.947
C24 -2.904 3.815 5.580
O8 -1.846 3.669 4.645
C25 -1.190 4.876 4.296
H47 -1.958 8.185 2.035
H48 -3.261 6.988 2.089
H49 -3.641 8.736 2.077
H50 -4.947 8.081 3.820
H51 -4.138 8.734 5.248
H52 -5.133 6.638 5.894
H53 -3.363 6.490 5.891
H54 -3.660 5.568 3.609
H55 -4.457 3.433 4.167
H56 -5.040 4.062 5.699
H57 -3.021 2.832 6.047
H58 -2.620 4.499 6.388
H59 -1.181 5.598 5.117
H60 -1.647 5.318 3.407
H61 -0.157 4.632 4.040
C26 7.226 2.109 -0.593
O9 7.818 0.906 -0.136
C27 7.285 -0.262 -0.758
C28 8.327 -0.911 -1.654
N9 8.590 -0.096 -2.837
C29 9.757 -0.528 -3.604
C30 11.126 -0.435 -2.925
O10 11.558 0.893 -2.673
C31 11.088 1.454 -1.458
H62 7.591 2.923 0.033
H63 7.506 2.320 -1.630
H64 6.136 2.069 -0.508
H65 6.361 -0.052 -1.304
H66 7.040 -0.959 0.048
H67 7.966 -1.895 -1.967
H68 9.235 -1.052 -1.054
H69 8.737 0.862 -2.547
H70 9.788 0.098 -4.500
H71 9.596 -1.556 -3.944
H72 11.858 -0.854 -3.622
H73 11.190 -1.046 -2.018
H74 10.953 0.701 -0.678
H75 10.157 2.001 -1.622
H76 11.832 2.176 -1.115

Löwdin atomic charge list, values in e, 99 entries: N 0.141; C -0.544; N 0.074; N 0.011; C -0.206; C -0.192; C -0.226; C -0.142; C -0.497; N 0.055; N 0.055; C -0.702; O -0.037; O -0.090; H 0.054; H 0.056; H 0.064; H 0.102; H 0.112; H 0.087; H 0.113; H 0.087; H 0.091; H 0.102; H 0.102; H 0.119; H 0.075; H 0.064; H 0.050; H 0.068; C -0.094; O -0.237; C -0.211; C -0.216; N -0.053; C -0.182; C -0.208; O -0.184; C -0.101; H 0.092; H 0.081; H 0.069; H 0.122; H 0.110; H 0.122; H 0.098; H 0.064; H 0.123; H 0.117; H 0.113; H 0.111; H 0.087; H 0.070; H 0.074; C -0.120; O -0.193; C -0.215; C -0.215; N -0.049; C -0.186; C -0.216; O -0.166; C -0.103; H 0.084; H 0.072; H 0.091; H 0.120; H 0.118; H 0.122; H 0.105; H 0.063; H 0.124; H 0.104; H 0.096; H 0.113; H 0.088; H 0.065; H 0.088; C -0.115; O -0.198; C -0.215; C -0.216; N -0.050; C -0.193; C -0.221; O -0.199; C -0.092; H 0.088; H 0.079; H 0.087; H 0.121; H 0.119; H 0.122; H 0.103; H 0.067; H 0.119; H 0.118; H 0.121; H 0.109

=====

Entry 2:
Density functional theory data (wB97M-V/def2-TZVPD) for 2 unconnected molecules or ions with the total composition C5H8NO2 in a non-equilibrium geometry.

Summary:
Energy relative to the best compared isomer or geometry (same formula, charge and spin) (kJ/mol): 236.2
Lowest unoccupied orbital energy (eV): -4.85
Net charge: +1

Atoms and positions in Å:
C1 1.100 -2.155 0.132
C2 1.441 0.325 0.059
C3 -2.900 0.422 0.104
C4 2.850 0.767 -0.055
C5 -4.085 0.844 -0.079
N1 1.095 -0.912 0.058
O1 0.538 1.211 0.314
O2 -1.843 -0.078 0.003
H1 0.552 -2.655 -0.667
H2 1.562 -2.977 0.807
H3 2.947 1.363 -1.066
H4 2.919 1.411 0.836
H5 3.361 -0.154 -0.079
H6 -4.213 0.948 -1.206
H7 -0.348 0.833 0.343
H8 -4.976 0.806 0.497

How positive or negative is each atom? The natural (NBO) charges in e answer that: C 0.126; C 0.702; C 0.719; C -0.670; C -0.712; N -0.393; O -0.586; O -0.562; H 0.204; H 0.243; H 0.284; H 0.285; H 0.242; H 0.301; H 0.526; H 0.291

=====

Entry 3:
Density functional theory data (wB97M-V/def2-TZVPD) for a molecular structure, C11H29AlCl2N2OP in a non-equilibrium geometry.

Summary:
Lowest unoccupied orbital energy (eV): 2.74
Net charge: -1

Atoms and positions in Å:
Al1 -0.078 0.246 3.615
Cl1 1.178 -0.617 2.038
Cl2 -1.993 -0.648 3.169
H1 -0.731 1.736 3.409
H2 1.422 0.747 4.233
P1 0.229 0.168 -2.216
C1 1.898 -0.412 -2.826
C2 -0.974 -0.743 -3.318
C3 0.227 1.918 -2.860
C4 2.439 -1.457 -1.837
H3 2.520 0.496 -2.739
C5 2.002 -0.916 -4.270
H4 1.447 -1.853 -4.422
H5 3.061 -1.124 -4.487
H6 1.662 -0.181 -5.009
H7 2.402 -1.072 -0.810
H8 3.482 -1.695 -2.089
H9 1.855 -2.387 -1.879
H10 1.233 2.270 -2.570
C6 -0.807 2.750 -2.084
C7 0.088 2.114 -4.373
H11 0.905 1.645 -4.934
H12 0.131 3.192 -4.589
H13 -0.869 1.739 -4.760
H14 -0.672 2.617 -1.003
H15 -1.836 2.468 -2.346
H16 -0.672 3.814 -2.320
C8 -0.987 -2.236 -2.965
H17 -0.612 -0.615 -4.351
C9 -2.395 -0.177 -3.211
H18 -0.021 -2.729 -3.127
H19 -1.732 -2.752 -3.589
H20 -1.275 -2.374 -1.913
H21 -2.721 -0.149 -2.162
H22 -3.087 -0.833 -3.761
H23 -2.491 0.829 -3.635
C10 -1.939 -0.761 7.719
N1 -0.540 -0.411 7.749
C11 0.203 -0.235 6.631
N2 1.477 0.172 6.818
O1 -0.293 -0.483 5.492
H24 -2.292 -0.781 6.684
H25 -2.526 -0.033 8.283
H26 -2.089 -1.742 8.172
H27 -0.074 -0.275 8.644
H28 2.063 0.462 6.036
H29 1.781 0.309 7.763

How positive or negative is each atom? The natural (NBO) charges in e answer that: Al 1.201; Cl -0.648; Cl -0.651; H -0.446; H -0.539; P 0.848; C -0.504; C -0.511; C -0.505; C -0.615; H 0.212; C -0.613; H 0.201; H 0.200; H 0.200; H 0.255; H 0.188; H 0.199; H 0.216; C -0.614; C -0.613; H 0.202; H 0.198; H 0.200; H 0.242; H 0.199; H 0.193; C -0.614; H 0.198; C -0.614; H 0.204; H 0.196; H 0.228; H 0.224; H 0.198; H 0.201; C -0.418; N -0.614; C 0.822; N -0.830; O -0.718; H 0.269; H 0.186; H 0.182; H 0.376; H 0.465; H 0.365

=====

Entry 4:
Density functional theory data (wB97M-V/def2-TZVPD) for C4H5NOS in the gas phase in a non-equilibrium geometry.

Summary:
Energy relative to the best compared isomer or geometry (same formula, charge and spin) (kJ/mol): 104.7
SMILES: C=CN(C=O)C=S
Lowest unoccupied orbital energy (eV): -0.37

Atoms and positions in Å:
C1 -1.099 -0.438 2.374
C2 -0.206 -0.416 1.380
N1 -0.376 0.110 0.081
C3 -1.573 0.709 -0.321
O1 -1.760 1.174 -1.418
C4 0.650 0.061 -0.842
S1 2.136 -0.570 -0.663
H1 -0.803 -0.900 3.307
H2 -2.079 -0.038 2.316
H3 0.789 -0.813 1.531
H4 -2.331 0.719 0.459
H5 0.334 0.489 -1.769

How positive or negative is each atom? The natural (NBO) charges in e answer that: C -0.429; C -0.015; N -0.485; C 0.556; O -0.534; C -0.080; S -0.028; H 0.221; H 0.194; H 0.237; H 0.135; H 0.228

=====

Entry 5:
Density functional theory data (wB97M-V/def2-TZVPD) for 2 unconnected molecules or ions with the total composition C2H8N3S2 in a non-equilibrium geometry.

Summary:
Energy relative to the best compared isomer or geometry (same formula, charge and spin) (kJ/mol): 65.0
Lowest unoccupied orbital energy (eV): -4.29
Net charge: +1

Atoms and positions in Å:
C1 -0.409 -1.766 -0.289
C2 1.148 -0.128 -1.053
N1 -1.647 -1.880 0.102
N2 0.140 -0.433 -0.319
N3 1.733 1.018 -0.853
S1 0.488 -3.076 -0.783
S2 -0.652 1.989 1.910
H1 1.483 -0.726 -1.837
H2 -2.283 -1.078 -0.067
H3 -1.999 -2.827 -0.052
H4 -0.125 0.207 0.409
H5 -1.174 2.477 3.012
H6 1.366 1.515 -0.079
H7 2.220 1.619 -1.552
H8 -0.290 3.091 1.454

How positive or negative is each atom? The natural (NBO) charges in e answer that: C 0.234; C 0.439; N -0.750; N -0.573; N -0.691; S -0.080; S -0.317; H 0.256; H 0.412; H 0.445; H 0.430; H 0.203; H 0.398; H 0.455; H 0.139